1.
DFT (ωB97M-V with the def2-TZVPD basis set) results for a structure of composition C4H9O3S2 in a non-equilibrium geometry.

Values from the calculation:
E_tot	-32106.445	eV
net charge	-1
ΔE to the lowest compared entry with this formula, charge and spin	253.7	kJ/mol

Cartesian coordinates (Å):
C1 1.6836 0.5708 0.2501
C2 -0.5363 0.2666 1.5200
C3 -0.7080 0.6625 -0.9648
C4 0.2374 0.3246 0.1697
O1 1.2533 -2.7535 0.2280
O2 0.5825 -1.7483 -1.9590
O3 -1.2827 1.9764 -1.0048
S1 -1.6399 -2.5857 -0.2393
S2 0.3112 -1.8953 -0.5365
H1 2.1848 0.7664 -0.8045
H2 2.0536 1.4058 0.8205
H3 2.0840 -0.3945 0.6828
H4 -1.3292 -0.3992 1.5499
H5 -1.0503 1.2627 1.6256
H6 0.1197 -0.0139 2.2379
H7 -0.2347 0.3820 -1.9500
H8 -1.5657 -0.0244 -0.9185
H9 -2.1632 2.1971 -0.7071

Atomic partial charges in e from the Löwdin method, atoms 1 to 8: C -0.12; C -0.07; C -0.30; C -0.41; O -0.49; O -0.48; O -0.09; S 0.05

2.
DFT (ωB97M-V with the def2-TZVPD basis set) results for a structure of composition C4H9O4Pb in a non-equilibrium geometry.

Values from the calculation:
E_tot	-17726.401	eV
spin multiplicity	2
ΔE to the lowest compared entry with this formula, charge and spin	0.0	kJ/mol

Cartesian coordinates (Å):
C1 1.2094 -1.3319 -2.2728
O1 1.0790 0.0729 -2.1360
H1 1.9966 -1.5177 -3.0094
H2 1.4646 -1.7845 -1.3044
H3 0.2597 -1.7589 -2.6299
O2 -1.2517 0.9115 3.5946
O3 -1.8822 0.9644 -0.2452
C2 -1.2833 0.3830 -1.2470
C3 0.4354 0.5565 -1.0170
O4 0.1804 -0.0458 2.0890
C4 0.0609 0.4676 3.3903
Pb1 -1.7578 0.4006 1.7378
H4 -1.4333 0.8597 -2.2287
H5 -1.3451 -0.7212 -1.2772
H6 0.5707 1.6422 -0.9804
H7 0.5982 -0.0834 -0.1330
H8 0.3180 -0.3230 4.1345
H9 0.7807 1.3079 3.5347

Atomic partial charges in e from the Löwdin method, atoms 1 to 8: C -0.10; O -0.21; H 0.09; H 0.09; H 0.08; O -0.36; O -0.40; C -0.35

3.
DFT (ωB97M-V with the def2-TZVPD basis set) results for the ion C4H9O4S2 with charge -1 in a non-equilibrium geometry.

Values from the calculation:
E_tot	-34152.253	eV
net charge	-1
ΔE to the lowest compared entry with this formula, charge and spin	0.0	kJ/mol

Cartesian coordinates (Å):
C1 1.4244 0.9158 -0.5551
C2 0.1792 1.4452 -1.0480
C3 -2.8070 -0.6132 -0.3439
C4 2.3315 -0.1404 2.0589
O1 -0.9563 0.6907 -1.7659
O2 -1.7261 -1.4922 -2.5257
O3 1.2945 -1.7186 0.2253
O4 -0.2214 -0.1595 1.2173
S1 -1.2050 -0.8381 -1.3073
S2 1.0829 -0.3499 0.6345
H1 -0.4240 1.8973 -0.1813
H2 2.0096 0.3266 -1.2110
H3 0.2887 2.3852 -1.7346
H4 -3.4852 -0.1941 -1.0459
H5 -3.1136 -1.5938 -0.1386
H6 -2.5321 -0.2945 0.6514
H7 2.4770 0.9031 2.3684
H8 2.1064 -0.7729 2.9505
H9 3.2766 -0.3966 1.7510

Atomic partial charges in e from the Löwdin method, atoms 1 to 8: C -0.32; C -0.35; C -0.19; C -0.16; O -0.42; O -0.52; O -0.41; O -0.42

4.
DFT (ωB97M-V with the def2-TZVPD basis set) results for a cluster of 3 separate species, C4H9O6 in total in a non-equilibrium geometry.

Values from the calculation:
E_tot	-16577.197	eV
spin multiplicity	2
ΔE to the lowest compared entry with this formula, charge and spin	0.0	kJ/mol

Cartesian coordinates (Å):
O1 0.2934 3.6378 1.0160
C1 0.1146 2.5407 0.5617
O2 -0.0016 2.4303 -0.7678
C2 0.0518 1.3103 1.4287
C3 0.0334 -0.0145 0.6754
C4 0.2089 -1.2175 1.6627
O3 0.4573 -0.9846 2.8236
O4 0.1183 -2.3549 1.0836
H1 -0.2113 1.5411 -1.1424
H2 0.8688 1.3402 2.1544
H3 -0.8164 1.3695 2.1017
H4 -0.8999 -0.1815 0.1226
H5 0.8618 -0.0780 -0.0299
H6 -0.4605 -1.0070 -2.1271
H7 0.0570 -0.2273 -3.3715
O5 -0.5061 -0.1310 -2.6034
H8 0.4502 -2.9960 -1.6999
H9 -0.2591 -2.4670 -0.4361
O6 -0.3605 -2.5103 -1.4522

Atomic partial charges in e from the Löwdin method, atoms 1 to 8: O 0.12; C -0.52; O 0.12; C -0.08; C -0.05; C -0.52; O 0.19; O 0.13

5.
DFT (ωB97M-V with the def2-TZVPD basis set) results for a cluster of 2 separate species, C4H9OP in total in a non-equilibrium geometry.

Values from the calculation:
E_tot	-15627.340	eV
ΔE to the lowest compared entry with this formula, charge and spin	221.3	kJ/mol

Cartesian coordinates (Å):
C1 -0.7167 0.9742 0.5031
C2 -0.1453 -0.2390 -0.4185
C3 0.8371 0.3115 -1.4579
O1 0.4322 -1.1788 0.5209
H1 -1.3319 1.6099 -0.0821
H2 -1.2953 0.4943 1.3627
H3 0.2253 1.4139 0.9437
H4 -1.0167 -0.6322 -0.9023
H5 1.7201 0.8563 -0.8878
H6 0.4126 0.9939 -2.1653
H7 1.3378 -0.4474 -2.0268
H8 1.3383 -0.8327 0.6419
C4 -2.3949 -2.1256 2.1768
P1 -3.6500 -1.5396 2.8502
H9 -1.8458 -2.9558 1.7807

Atomic partial charges in e from the Löwdin method, atoms 1 to 8: C -0.05; C -0.46; C -0.07; O -0.09; H 0.05; H 0.06; H 0.08; H 0.11

6.
DFT (ωB97M-V with the def2-TZVPD basis set) results for a cluster of 2 separate species, C4H9OPS in total in a non-equilibrium geometry.

Values from the calculation:
E_tot	-26464.567	eV
ΔE to the lowest compared entry with this formula, charge and spin	182.0	kJ/mol

Cartesian coordinates (Å):
C1 1.1740 -1.1844 1.0574
C2 1.1313 0.3548 1.3133
C3 -0.0568 0.7899 0.4515
S1 0.1034 0.3501 -1.3950
P1 -1.2786 -0.4922 -0.0381
C4 -0.2146 -1.8008 0.7728
H1 1.6314 -1.4348 0.1223
H2 1.6556 -1.7297 1.8021
H3 0.9044 0.8089 2.3159
H4 2.0426 0.7259 1.0113
H5 -0.3432 1.7217 0.5536
H6 -0.1232 -2.6353 0.0952
H7 -0.6343 -2.3308 1.7025
O1 -1.9544 2.4644 -2.9106
H8 -2.0546 2.8994 -3.7232
H9 -1.9829 1.4927 -3.1310

Atomic partial charges in e from the Löwdin method, atoms 1 to 8: C -0.27; C -0.22; C -0.72; S 0.52; P 0.71; C -0.44; H 0.07; H 0.08

7.
DFT (ωB97M-V with the def2-TZVPD basis set) results for a cluster of 2 separate species, C4H9S in total in a non-equilibrium geometry.

Values from the calculation:
E_tot	-15128.769	eV
net charge	-1
ΔE to the lowest compared entry with this formula, charge and spin	85.0	kJ/mol

Cartesian coordinates (Å):
C1 1.0803 -2.1586 1.7451
S1 2.2800 -1.4036 0.5638
H1 0.0862 -1.7398 1.5643
H2 1.3810 -1.9039 2.7645
H3 1.0803 -3.2391 1.6523
C2 0.4299 1.3397 -0.7588
C3 -0.9428 1.4501 -1.3232
C4 -2.0129 0.8207 -0.8462
H4 1.1040 2.1945 -0.8769
H5 0.9472 0.4728 -1.1653
H6 0.4055 1.2191 0.3225
H7 -1.0251 1.8481 -2.3369
H8 -2.8767 0.6464 -1.4722
H9 -1.9368 0.4536 0.1669

Atomic partial charges in e from the Löwdin method, atoms 1 to 8: C -0.72; S -0.02; H -0.03; H -0.03; H -0.03; C -0.16; C -0.26; C -0.04

8.
DFT (ωB97M-V with the def2-TZVPD basis set) results for a cluster of 2 separate species, C4H9S in total in a non-equilibrium geometry.

Values from the calculation:
E_tot	-15128.490	eV
net charge	-1
ΔE to the lowest compared entry with this formula, charge and spin	111.9	kJ/mol

Cartesian coordinates (Å):
C1 -2.9838 0.3006 1.2297
S1 -1.2478 0.8954 1.2026
H1 -3.1485 -0.6924 1.6826
H2 -3.2538 0.0313 0.1957
H3 -3.5452 1.0277 1.8129
C2 1.2389 0.4331 -1.5892
C3 2.1275 -0.1711 -0.5417
C4 1.7075 -0.9557 0.4543
H4 1.7147 0.3105 -2.5643
H5 0.8762 1.4608 -1.5014
H6 0.3091 -0.1312 -1.5321
H7 3.2113 -0.0836 -0.6804
H8 2.3271 -1.6077 1.0549
H9 0.6667 -0.8177 0.7764

Atomic partial charges in e from the Löwdin method, atoms 1 to 8: C -0.73; S 0.07; H -0.02; H -0.03; H -0.04; C -0.15; C -0.27; C -0.06

9.
DFT (ωB97M-V with the def2-TZVPD basis set) results for a structure of composition C4HAgO2 in a non-equilibrium geometry.

Values from the calculation:
E_tot	-12241.243	eV
spin multiplicity	2
net charge	+1
ΔE to the lowest compared entry with this formula, charge and spin	218.7	kJ/mol

Cartesian coordinates (Å):
O1 0.7251 -1.5024 2.9388
C1 0.7863 -1.0310 1.7432
C2 1.0429 -0.9192 0.5264
H1 1.4770 -1.2337 3.4877
C3 0.3403 1.3525 -0.5557
C4 0.2455 0.1335 0.0280
O2 -0.5762 0.0586 -1.2476
Ag1 -1.6529 1.7693 -1.3326

Now the Löwdin charges, all in e: O 0.21; C -0.06; C 0.15; H 0.17; C 0.13; C -0.31; O -0.19; Ag 0.89

10.
DFT (ωB97M-V with the def2-TZVPD basis set) results for the molecule C4HClN2 in a non-equilibrium geometry.

Values from the calculation:
E_tot	-19660.168	eV
ΔE to the lowest compared entry with this formula, charge and spin	411.4	kJ/mol

Cartesian coordinates (Å):
C1 2.4374 0.0131 0.0717
C2 -1.1420 -0.5003 -0.0640
C3 1.1106 -0.1267 0.0478
C4 -1.2887 0.8701 -0.0399
N1 3.5220 0.4167 -0.0547
N2 0.1220 -0.7909 0.0107
Cl1 -2.8657 1.5282 0.0069
H1 -1.8956 -1.4102 0.0216

Now the Löwdin charges, all in e: C -0.16; C -0.32; C 0.01; C -0.53; N 0.22; N 0.08; Cl 0.56; H 0.15

11.
DFT (ωB97M-V with the def2-TZVPD basis set) results for a structure of composition C4HClN2 in a non-equilibrium geometry.

Values from the calculation:
E_tot	-19661.339	eV
ΔE to the lowest compared entry with this formula, charge and spin	298.4	kJ/mol

Cartesian coordinates (Å):
C1 0.1454 -0.1292 0.1000
C2 2.0623 -1.5023 1.8037
C3 0.4948 -2.3213 0.7891
C4 1.8978 -0.2986 1.4712
N1 0.0368 -1.4500 0.0958
N2 1.0998 0.4187 0.7528
Cl1 3.0177 -2.5237 2.6608
H1 -0.6834 0.3559 -0.1823

Now the Löwdin charges, all in e: C -0.20; C -0.69; C 0.09; C -0.14; N 0.02; N 0.10; Cl 0.73; H 0.09